*1*
The ion C5H11N4 with charge +1, computed with ωB97M-V/def2-TZVPD.

Results
- LUMO energy: -0.116 Ha
- Total charge: +1
- Multiplicity: 1
- Molar mass: 127.17 g mol⁻¹
- E_HOMO: -13.46 eV
- Frontier orbital gap: 0.3789 Eh
- SMILES: [H]/N=C/NCN=C=[N+](C)C

Last column: Mulliken charge in e.
Geometry (Å):
H: -1.884 -0.983 1.455  0.217
N: -0.919 -0.740 1.516  -0.547
C: -0.658 0.166 2.368  0.033
N: 0.544 0.675 2.758  -0.224
C: 1.772 0.597 1.935  -0.354
N: 1.460 0.236 0.652  -0.216
C: 0.636 -0.047 -0.159  0.517
N: 0.258 -0.135 -1.372  0.051
C: -0.084 -1.565 -1.808  -1.112
C: -0.124 0.948 -2.205  -0.849
H: -1.427 0.551 3.186  0.281
H: 0.501 1.301 3.599  0.266
H: 2.451 -0.167 2.268  0.311
H: 2.240 1.505 1.976  0.384
H: -1.107 -1.870 -1.698  0.347
H: 0.212 -1.692 -2.741  0.519
H: 0.557 -2.226 -1.232  0.390
H: -0.389 0.457 -3.132  0.295
H: -1.006 1.358 -1.701  0.362
H: 0.591 1.734 -2.304  0.329

*2*
A cluster of 2 separate species, C5H11N4 in total, computed with ωB97M-V/def2-TZVPD.

Results
- LUMO energy: -0.123 Ha
- Total charge: +1
- Multiplicity: 1
- Molar mass: 127.17 g mol⁻¹
- E_HOMO: -12.90 eV
- Frontier orbital gap: 0.3514 Eh

Last column: Mulliken charge in e.
Geometry (Å):
C: -2.010 1.179 -2.375  -0.324
C: -1.256 2.106 -1.802  -0.330
C: -0.744 0.059 -0.808  -0.595
C: 1.096 -2.696 2.154  -1.072
C: 0.681 -1.494 1.282  0.649
N: -1.672 -0.055 -1.789  0.044
N: -0.492 1.437 -0.793  0.418
N: 0.649 1.927 -0.102  -0.805
N: 1.455 -0.491 1.180  -0.202
H: -2.851 1.364 -3.044  0.377
H: -1.214 3.157 -2.121  0.378
H: 1.814 -3.328 1.706  0.366
H: 1.346 -2.383 3.261  0.318
H: 0.229 -3.406 2.039  0.315
H: -0.146 -1.316 0.545  0.072
H: 1.369 2.307 -0.619  0.198
H: 0.599 2.399 0.782  0.300
H: 1.031 0.520 0.707  0.433
H: -2.202 -0.880 -1.810  0.237
H: 2.321 -0.406 1.606  0.224

Which of them is the least stable? Correct choice: *2*.

*1*
The ion C4H8NS with charge +1, computed with ωB97M-V/def2-TZVPD.

Results
- LUMO energy: -0.177 Ha
- Total charge: +1
- Multiplicity: 1
- Molar mass: 102.18 g mol⁻¹
- E_HOMO: -13.48 eV
- Frontier orbital gap: 0.3187 Eh
- SMILES: C[N+]1=CCSC1

Last column: Mulliken charge in e.
Geometry (Å):
C: 1.802 0.427 0.049  -0.922
N: 0.377 0.157 0.189  0.096
C: -0.070 -1.037 0.188  -0.006
C: -1.475 -1.279 -0.075  -0.535
S: -2.298 0.400 0.056  -0.029
C: -0.648 1.228 -0.014  -0.431
H: 2.442 -0.272 0.548  0.381
H: 1.917 0.622 -0.977  0.379
H: 1.985 1.300 0.661  0.348
H: 0.801 -1.766 0.326  0.371
H: -2.065 -1.942 0.619  0.381
H: -1.722 -1.628 -1.228  0.307
H: -0.712 2.110 0.748  0.328
H: -0.334 1.678 -1.091  0.332

*2*
The ion C4H8NS with charge +1, computed with ωB97M-V/def2-TZVPD.

Results
- LUMO energy: -0.127 Ha
- Total charge: +1
- Multiplicity: 1
- Molar mass: 102.18 g mol⁻¹
- E_HOMO: -13.72 eV
- Frontier orbital gap: 0.3777 Eh
- SMILES: C1C[N@@H+]2C[C@@H]2S1

Last column: Mulliken charge in e.
Geometry (Å):
C: 0.113 1.478 -0.452  -0.777
C: 0.422 0.059 -1.176  -0.476
N: 0.310 -0.951 -0.048  -0.105
C: -0.938 -0.832 0.664  -0.562
C: 0.235 -0.305 1.323  0.192
S: 0.646 1.427 1.277  -0.047
H: 0.562 2.241 -0.930  0.513
H: -0.937 1.576 -0.537  0.378
H: -0.297 0.032 -2.038  0.269
H: 1.432 -0.066 -1.435  0.394
H: 0.686 -1.980 -0.110  0.381
H: -1.295 -1.721 1.125  0.327
H: -1.706 -0.136 0.187  0.175
H: 0.766 -0.821 2.149  0.339

Which of them is the least stable? Correct choice: *2*.

*1*
The molecule C3H6N2S2, computed with ωB97M-V/def2-TZVPD.

Results
- LUMO energy: -0.008 Ha
- Total charge: 0
- Multiplicity: 1
- Molar mass: 134.23 g mol⁻¹
- E_HOMO: -8.24 eV
- Frontier orbital gap: 0.2944 Eh
- SMILES: CN(S)/C=N/C=S

Last column: Mulliken charge in e.
Geometry (Å):
C: -0.181 -1.452 -0.991  -0.800
N: -0.593 -0.800 0.234  -0.082
S: -1.157 -1.842 1.586  -0.136
C: -0.276 0.465 0.476  0.247
N: 0.360 1.233 -0.340  -0.372
C: 0.656 2.512 -0.046  -0.053
S: 1.450 3.580 -0.989  -0.268
H: -0.977 -1.937 -1.557  0.287
H: 0.389 -0.686 -1.670  0.319
H: 0.675 -2.203 -0.804  0.287
H: 0.054 -2.664 1.693  0.175
H: -0.661 0.873 1.450  0.228
H: 0.260 2.921 0.960  0.168

*2*
The molecule C3H6N2S2, computed with ωB97M-V/def2-TZVPD.

Results
- LUMO energy: -0.015 Ha
- Total charge: 0
- Multiplicity: 1
- Molar mass: 134.23 g mol⁻¹
- E_HOMO: -8.75 eV
- Frontier orbital gap: 0.3068 Eh
- SMILES: [H]/N=C(\N)C(=S)SC

Last column: Mulliken charge in e.
Geometry (Å):
H: 0.396 2.578 -0.864  0.178
N: 0.486 1.604 -0.842  -0.550
C: -0.404 1.089 -0.145  0.428
N: -1.349 1.771 0.659  -0.466
C: -0.422 -0.373 -0.118  0.248
S: -1.743 -1.225 -0.059  -0.327
S: 1.142 -1.020 -0.043  -0.056
C: 2.564 0.113 0.425  -0.729
H: -1.554 2.756 0.356  0.237
H: -2.109 1.208 0.912  0.207
H: 3.301 -0.692 0.887  0.298
H: 3.059 0.673 -0.476  0.250
H: 2.137 0.801 1.128  0.283

*3*
The molecule C3H6N2S2, computed with ωB97M-V/def2-TZVPD.

Results
- LUMO energy: 0.011 Ha
- Total charge: 0
- Multiplicity: 1
- Molar mass: 134.23 g mol⁻¹
- E_HOMO: -9.07 eV
- Frontier orbital gap: 0.3449 Eh
- SMILES: [H]/N=C/S/C(=N/[H])SC

Last column: Mulliken charge in e.
Geometry (Å):
H: 2.685 2.316 3.769  0.246
N: 3.034 2.097 2.848  -0.569
C: 2.207 1.285 2.330  0.019
S: 2.610 0.759 0.723  -0.167
C: 0.772 -0.055 -0.040  0.475
N: -0.282 0.417 0.470  -0.612
H: -1.197 0.265 0.055  0.247
S: 1.103 -1.049 -1.437  -0.054
C: -0.505 -1.124 -2.304  -0.676
H: 1.402 0.827 2.758  0.389
H: -1.198 -0.439 -1.735  0.162
H: -0.862 -2.156 -2.581  0.274
H: -0.348 -0.580 -3.271  0.266

Which of them is the least stable? Correct choice: *3*.